Entry 1:
The following is a DFT calculation (wB97M-V/def2-TZVPD) of a molecular structure, C9H20O11Tl.

M (g mol⁻¹): 508.63
Orbital gap (eV): 4.88
Charge: +1
2S+1: 1
LUMO level (eV): -8.74

Element x y z (Å)
Tl: 1.056 0.077 1.285
O: -1.122 -0.834 0.072
H: -1.467 -1.542 -0.491
O: 1.802 2.386 2.253
H: 0.907 2.770 2.227
C: -3.733 0.344 1.651
O: -3.534 0.543 3.036
C: -2.346 0.426 3.588
O: -1.314 0.123 3.033
O: -2.490 0.732 4.859
C: -1.374 0.625 5.735
H: -3.078 -0.425 1.233
H: -3.607 1.271 1.092
H: -4.750 -0.014 1.506
H: -0.776 1.531 5.616
H: -0.772 -0.247 5.482
H: -1.683 0.563 6.772
C: -0.347 -3.655 -1.374
O: 0.987 -3.776 -1.831
C: 1.850 -2.837 -1.472
O: 1.759 -2.135 -0.487
O: 2.858 -2.873 -2.312
C: 3.947 -1.976 -2.030
H: -0.833 -2.848 -1.925
H: -0.364 -3.552 -0.288
H: -0.951 -4.540 -1.562
H: 3.577 -1.027 -1.653
H: 4.510 -1.830 -2.946
H: 4.595 -2.485 -1.317
C: 2.527 3.360 -2.343
O: 1.225 3.056 -2.766
C: 0.433 2.160 -2.215
O: 0.714 1.519 -1.228
O: -0.624 2.058 -2.985
C: -1.417 0.880 -2.903
H: 2.512 4.303 -1.782
H: 3.195 3.629 -3.157
H: 2.944 2.615 -1.666
H: -1.615 0.558 -1.881
H: -0.852 0.076 -3.382
H: -2.350 0.992 -3.444

Atomic partial charges in e from the Mulliken method, atoms 1 to 8: 1.333, -0.331, 0.148, -0.514, 0.323, -0.447, -0.316, 0.738

***

Entry 2:
The following is a DFT calculation (wB97M-V/def2-TZVPD) of 2 unconnected molecules or ions with the total composition C9H21BO7PS.

M (g mol⁻¹): 315.11
Orbital gap (eV): 9.43
Charge: +1
2S+1: 1
LUMO level (eV): -3.81

Element x y z (Å)
C: 1.252 3.037 0.722
B: 1.698 1.581 0.447
O: 1.438 0.542 1.280
P: 2.739 1.144 -1.182
C: 3.653 -0.391 -0.906
C: 1.676 0.969 -2.644
C: 0.614 2.066 -2.760
C: -0.673 1.714 -2.048
O: -1.432 0.822 -2.841
C: -1.404 -0.510 -2.486
C: -1.685 -0.854 -1.052
O: -1.182 -1.352 -3.341
H: 1.582 3.356 1.706
H: 1.560 3.742 -0.040
H: 0.162 3.035 0.739
H: 0.961 -0.169 0.843
H: 3.672 2.139 -1.484
H: 4.564 -0.172 -0.367
H: 3.854 -0.871 -1.856
H: 3.033 -1.062 -0.324
H: 1.261 -0.034 -2.678
H: 2.355 1.040 -3.491
H: 0.980 3.028 -2.414
H: 0.394 2.190 -3.814
H: -0.481 1.304 -1.059
H: -1.252 2.618 -1.888
H: -1.629 -1.928 -0.965
H: -2.639 -0.484 -0.702
H: -0.931 -0.421 -0.407
C: -3.217 -2.464 3.689
C: -2.341 -3.482 2.988
O: -1.470 -2.678 2.167
S: -1.159 -1.298 2.910
O: 0.089 -1.391 3.571
O: -1.430 -0.242 1.997
O: -2.324 -1.377 3.989
H: -4.009 -2.094 3.037
H: -3.648 -2.842 4.611
H: -2.903 -4.165 2.360
H: -1.730 -4.046 3.694

Atomic partial charges in e from the Mulliken method, atoms 1 to 8: -0.859, 0.101, -0.414, 0.354, -1.068, -0.722, -0.830, 0.080

***

Entry 3:
The following is a DFT calculation (wB97M-V/def2-TZVPD) of 2 unconnected molecules or ions with the total composition C9H21Br2IN4O2P.

M (g mol⁻¹): 534.98
Orbital gap (eV): 8.89
Charge: +1
2S+1: 1
LUMO level (eV): -3.40

Element x y z (Å)
C: 1.045 3.302 4.284
C: -0.303 3.154 3.592
C: -0.294 2.091 2.487
C: -0.702 0.700 2.985
N: 0.085 -0.376 2.364
C: -0.255 -0.679 1.021
O: -0.742 -2.000 0.905
C: -0.415 -2.689 -0.270
N: -0.242 -1.730 -1.388
C: 0.679 -0.783 -1.139
N: 1.224 -0.109 -2.135
N: 0.935 -0.456 0.162
P: 2.579 -0.628 0.902
O: 3.286 -1.207 -0.456
I: 2.504 -2.748 2.131
H: 1.048 4.151 4.967
H: 1.304 2.413 4.865
H: 1.847 3.459 3.559
H: -0.613 4.115 3.177
H: -1.059 2.879 4.335
H: 0.714 2.009 2.065
H: -0.959 2.401 1.676
H: -0.530 0.627 4.060
H: -1.773 0.533 2.817
H: 0.046 -1.225 2.916
H: -1.025 0.000 0.635
H: -1.246 -3.347 -0.505
H: 0.504 -3.267 -0.146
H: -0.088 -2.159 -2.305
H: 1.815 0.681 -1.932
H: 1.085 -0.373 -3.103
H: 4.129 -0.777 -0.648
Br: -0.797 0.809 -6.006
C: -2.092 -0.629 -5.864
C: -1.890 -1.402 -4.586
Br: -0.279 -2.510 -4.682
H: -1.978 -1.250 -6.747
H: -3.077 -0.167 -5.863
H: -2.712 -2.084 -4.386
H: -1.757 -0.728 -3.744

Atomic partial charges in e from the Mulliken method, atoms 1 to 8: -1.169, -0.648, -0.251, -0.900, -0.092, -0.447, -0.384, -0.395

***

Entry 4:
The following is a DFT calculation (wB97M-V/def2-TZVPD) of a molecular structure, C9H21CeCl2O5P2.

M (g mol⁻¹): 482.23
Orbital gap (alpha / beta) (eV): 6.41 / 7.27
Charge: +2
2S+1: 2
LUMO level (alpha / beta) (eV): -10.39 / -9.48

Element x y z (Å)
C: 0.573 -3.006 -1.508
C: -0.371 -2.030 -0.893
H: 0.088 -3.869 -2.009
H: 1.204 -3.405 -0.694
H: 1.200 -2.450 -2.236
O: -1.541 -2.114 -0.603
Cl: 3.118 -0.601 -0.697
Ce: 0.836 0.154 0.054
P: 0.210 0.795 -2.676
C: -1.389 1.420 -3.354
C: 1.330 2.244 -3.009
H: 1.785 -0.687 -3.777
H: 0.737 0.164 -4.980
H: 0.071 -1.236 -4.040
C: 0.754 -0.368 -4.019
H: 2.251 2.094 -2.417
H: 1.554 2.277 -4.087
H: -1.247 1.721 -4.405
H: -1.692 2.287 -2.739
H: 0.808 3.160 -2.683
H: -2.139 0.611 -3.289
C: -2.119 0.707 -0.430
O: -3.222 0.982 -0.372
Cl: 0.797 2.744 0.224
C: 1.370 -2.298 2.675
O: 1.229 -0.930 2.220
P: 0.543 0.742 3.055
O: 0.276 0.153 4.535
C: -0.896 -0.462 5.068
O: -0.996 0.892 2.357
C: -1.409 2.309 2.623
H: 2.329 -2.784 2.461
H: 0.642 -2.884 2.093
H: 1.229 -2.463 3.760
H: -1.666 -0.737 4.336
H: -0.515 -1.349 5.597
H: -1.323 0.225 5.791
H: -2.224 2.407 3.352
H: -0.513 2.808 3.046
H: -1.674 2.773 1.672

Atomic partial charges in e from the Mulliken method, atoms 1 to 8: -0.798, 0.726, 0.391, 0.288, 0.159, -0.305, -0.272, 0.776

***

Entry 5:
The following is a DFT calculation (wB97M-V/def2-TZVPD) of 2 unconnected molecules or ions with the total composition C9H21Cl2NO6S.

M (g mol⁻¹): 342.24
Orbital gap (eV): 9.10
Charge: 0
2S+1: 1
LUMO level (eV): 0.38

Element x y z (Å)
C: -0.295 0.140 -2.832
C: -1.330 -0.805 -3.430
Cl: -1.209 -2.438 -2.699
C: -1.350 -0.983 -4.952
Cl: -1.483 0.627 -5.748
O: -0.307 -1.738 -5.512
S: 1.230 -1.152 -5.464
O: 1.873 -1.684 -4.299
O: 1.525 -2.176 -6.744
O: 2.857 -1.843 -7.153
H: 0.030 0.886 -3.556
H: 0.571 -0.408 -2.468
H: -0.727 0.660 -1.979
H: -2.339 -0.478 -3.179
H: -2.255 -1.511 -5.238
H: 2.682 -1.257 -7.902
C: -0.984 -1.157 5.250
O: -1.337 0.083 4.676
C: -0.513 1.170 5.078
C: 0.193 1.763 3.879
N: 1.153 0.817 3.335
C: 1.794 1.235 2.096
C: 0.907 1.399 0.867
O: 0.334 0.185 0.417
C: -0.926 -0.146 0.965
H: -1.708 -1.891 4.898
H: 0.021 -1.477 4.954
H: -1.025 -1.119 6.344
H: 0.221 0.835 5.817
H: -1.146 1.932 5.542
H: 0.725 2.667 4.192
H: -0.577 2.069 3.156
H: 0.689 -0.071 3.188
H: 2.567 0.502 1.855
H: 2.303 2.188 2.277
H: 1.534 1.764 0.049
H: 0.118 2.143 1.029
H: -1.517 0.751 1.178
H: -0.845 -0.729 1.886
H: -1.453 -0.752 0.226

Atomic partial charges in e from the Mulliken method, atoms 1 to 8: -1.337, 0.158, -0.164, -0.327, -0.143, -0.293, 0.719, -0.466

***

Entry 6:
The following is a DFT calculation (wB97M-V/def2-TZVPD) of a molecular structure, C9H21ClN3O3.

M (g mol⁻¹): 254.74
Orbital gap (eV): 7.35
Charge: -1
2S+1: 1
LUMO level (eV): 2.98

Element x y z (Å)
Cl: 0.971 0.003 1.012
C: -2.960 3.555 -0.502
C: -2.606 2.239 0.123
O: -3.304 1.259 0.028
N: -1.559 2.234 0.907
C: -0.980 1.041 1.518
H: -2.740 4.351 0.210
H: -3.986 3.499 -0.865
H: -2.307 3.758 -1.351
H: -1.052 3.044 1.233
H: -0.463 0.437 0.772
H: -1.727 0.378 1.954
H: -0.404 1.536 2.300
C: 2.513 -2.923 -0.205
C: 1.330 -3.263 0.577
O: 0.899 -4.402 0.508
N: 0.802 -2.302 1.284
C: -0.486 -2.668 2.055
H: 3.116 -2.174 0.308
H: 2.185 -2.689 -1.218
H: 3.177 -3.764 -0.406
H: 1.112 -1.358 1.102
H: -0.366 -3.482 2.770
H: -1.315 -3.118 1.510
H: -0.767 -1.768 2.603
C: 1.810 -1.155 -1.972
C: 1.123 0.228 -2.120
O: 0.852 0.670 -3.224
N: 0.836 0.924 -0.991
C: -0.100 2.200 -1.020
H: 2.856 -0.905 -2.145
H: 1.587 -2.001 -2.622
H: 1.939 -1.491 -0.943
H: 0.980 0.558 -0.060
H: -1.027 1.889 -1.502
H: 0.424 2.991 -1.556
H: -0.363 2.668 -0.072

Atomic partial charges in e from the Mulliken method, atoms 1 to 8: -0.992, -1.065, 0.705, -0.689, -0.369, -1.061, 0.317, 0.346

***

Entry 7:
The following is a DFT calculation (wB97M-V/def2-TZVPD) of a molecular structure, C9H21GaN5Se.

M (g mol⁻¹): 347.98
Orbital gap (eV): 8.12
Charge: +3
2S+1: 1
LUMO level (eV): -10.79

Element x y z (Å)
Ga: 0.811 0.186 -0.301
N: 0.487 2.014 -1.414
C: 1.289 1.933 -2.662
C: 2.680 1.443 -2.296
N: 2.617 0.187 -1.504
C: 2.666 -1.074 -2.288
C: 1.276 -1.492 -2.734
N: 0.410 -1.558 -1.528
H: -0.477 2.253 -1.641
H: 0.841 2.794 -0.857
H: 1.376 2.908 -3.143
H: 0.787 1.260 -3.353
H: 3.179 2.198 -1.687
H: 3.268 1.302 -3.204
H: 3.448 0.182 -0.915
H: 3.085 -1.849 -1.643
H: 3.316 -0.969 -3.157
H: 1.341 -2.461 -3.230
H: 0.843 -0.784 -3.438
H: 0.690 -2.377 -0.986
H: -0.556 -1.728 -1.804
C: -1.344 -2.673 2.717
N: -1.985 -1.362 2.705
C: -3.271 -1.133 3.083
C: -3.477 0.216 3.043
N: -2.313 0.794 2.642
C: -2.080 2.231 2.567
C: -1.403 -0.179 2.415
Se: 0.449 0.105 2.113
H: -2.037 -3.427 2.352
H: -1.066 -2.937 3.737
H: -0.449 -2.663 2.105
H: -3.961 -1.913 3.358
H: -4.368 0.771 3.283
H: -3.020 2.746 2.383
H: -1.378 2.461 1.772
H: -1.674 2.596 3.510

Atomic partial charges in e from the Mulliken method, atoms 1 to 8: 0.600, -0.371, -0.609, -0.610, -0.166, -0.630, -0.601, -0.397

***

Entry 8:
The following is a DFT calculation (wB97M-V/def2-TZVPD) of 2 unconnected molecules or ions with the total composition C9H21N.

M (g mol⁻¹): 143.27
Orbital gap (eV): 9.97
Charge: 0
Structure (SMILES): C1CCNCC1.CCCC
2S+1: 1
LUMO level (eV): 1.05

Element x y z (Å)
C: -0.202 -0.656 2.892
C: 0.136 -1.858 2.009
C: 1.621 -1.860 1.664
N: 1.963 -0.605 0.992
C: 1.755 0.540 1.881
C: 0.276 0.640 2.235
H: 0.310 -0.772 3.867
H: -1.291 -0.613 3.087
H: -0.444 -1.805 1.068
H: -0.132 -2.804 2.518
H: 1.862 -2.700 0.985
H: 2.204 -2.003 2.595
H: 2.946 -0.633 0.694
H: 2.094 1.456 1.360
H: 2.341 0.448 2.816
H: 0.108 1.503 2.906
H: -0.297 0.820 1.305
C: -0.776 -1.125 -2.790
C: -1.532 0.158 -2.448
C: -0.647 1.399 -2.534
C: -1.402 2.683 -2.191
H: -1.440 -2.003 -2.720
H: 0.067 -1.265 -2.094
H: -0.378 -1.067 -3.817
H: -2.385 0.280 -3.142
H: -1.941 0.083 -1.422
H: 0.207 1.277 -1.840
H: -0.238 1.475 -3.560
H: -1.800 2.624 -1.164
H: -2.246 2.822 -2.888
H: -0.739 3.561 -2.262

Atomic partial charges in e from the Mulliken method, atoms 1 to 8: -0.756, -0.392, -0.710, -0.345, -0.735, -0.226, 0.325, 0.295

***

Entry 9:
The following is a DFT calculation (wB97M-V/def2-TZVPD) of a gas-phase ion, C9H21N2O (charge +1).

M (g mol⁻¹): 173.28
Orbital gap (alpha / beta) (eV): 6.60 / 7.98
Charge: +1
2S+1: 3
LUMO level (alpha / beta) (eV): -2.14 / -6.42

Element x y z (Å)
C: -0.263 -0.020 0.633
C: -3.729 -1.037 -0.387
C: 4.413 -0.507 1.959
C: 0.837 0.181 -2.450
C: -3.476 0.226 -1.180
C: 3.168 -0.040 1.224
C: 0.048 1.233 -1.603
C: -2.265 1.088 -0.603
C: 1.836 -0.345 1.744
N: -1.122 -0.724 1.387
N: -0.978 0.548 -0.839
O: 0.919 0.241 0.660
H: -2.692 -1.524 -0.530
H: -4.287 -0.915 0.594
H: -4.331 -1.748 -0.959
H: 4.303 -0.298 3.025
H: 4.914 -1.524 1.645
H: 5.021 0.268 1.721
H: 1.305 0.728 -3.182
H: 1.490 -0.357 -1.724
H: 0.086 -0.583 -2.813
H: -4.238 0.968 -1.214
H: -3.294 -0.041 -2.264
H: 3.292 -0.484 0.196
H: 3.277 1.027 0.932
H: -0.412 2.000 -2.230
H: 0.658 1.828 -0.951
H: -2.387 2.154 -0.827
H: -2.397 1.122 0.480
H: 1.600 -1.297 1.945
H: 1.629 0.253 2.693
H: -1.986 -1.077 0.809
H: -0.939 -1.344 2.110

Atomic partial charges in e from the Mulliken method, atoms 1 to 8: 0.463, -1.202, -1.258, -0.952, -0.283, -0.291, -0.630, -0.858

***

Entry 10:
The following is a DFT calculation (wB97M-V/def2-TZVPD) of a molecular structure, C9H21N2O7SZr.

M (g mol⁻¹): 392.56
Orbital gap (eV): 2.34
Charge: +3
2S+1: 1
LUMO level (eV): -14.70

Element x y z (Å)
Zr: 2.219 1.220 1.428
C: -0.553 -0.531 -0.046
O: 0.469 0.202 0.643
H: -0.132 -0.848 -1.003
H: -0.964 -1.365 0.520
H: -1.351 0.114 -0.423
C: 2.924 0.643 -2.838
C: 3.163 -0.289 -1.640
O: 3.005 0.158 -0.460
N: 3.426 -1.576 -1.913
C: 3.253 -2.620 -0.877
H: 2.876 0.029 -3.735
H: 3.738 1.367 -2.888
H: 2.014 1.205 -2.630
H: 3.883 -1.892 -2.758
H: 3.221 -3.558 -1.430
H: 2.336 -2.531 -0.297
H: 4.103 -2.667 -0.196
C: 1.513 -0.785 5.465
C: 0.640 -0.171 4.347
O: 1.165 0.494 3.439
N: -0.535 -0.673 4.356
C: -1.744 -0.378 3.553
H: 0.978 -1.180 6.326
H: 2.406 -0.215 5.716
H: 1.929 -1.646 4.935
H: -0.926 -1.125 5.172
H: -1.842 0.695 3.378
H: -2.734 -0.593 3.958
H: -1.910 -0.860 2.589
C: -3.376 1.468 -4.062
C: -2.145 1.608 -3.168
O: -2.601 2.279 -2.020
S: -4.248 2.168 -1.770
O: -4.907 3.474 -1.939
O: -4.627 1.371 -0.623
O: -4.510 1.310 -3.200
H: -3.354 0.672 -4.805
H: -3.645 2.369 -4.615
H: -1.289 2.041 -3.684
H: -1.869 0.615 -2.804

Atomic partial charges in e from the Mulliken method, atoms 1 to 8: 2.370, -0.668, -0.370, 0.280, 0.364, 0.351, -0.932, 0.617

***

Entry 11:
The following is a DFT calculation (wB97M-V/def2-TZVPD) of 3 unconnected molecules or ions with the total composition C9H21N3O3.

M (g mol⁻¹): 219.29
Orbital gap (eV): 9.64
Charge: 0
Structure (SMILES): CN(C)C=O.CN(C)C=O.CN(C)C=O
2S+1: 1
LUMO level (eV): 0.45

Element x y z (Å)
C: -1.809 -3.193 4.386
N: -2.049 -1.791 4.177
C: -2.775 -1.353 2.988
C: -1.409 -0.859 4.921
O: -1.424 0.343 4.700
H: -2.746 -3.755 4.353
H: -1.355 -3.355 5.361
H: -1.145 -3.621 3.626
H: -2.055 -0.883 2.318
H: -3.150 -2.250 2.499
H: -3.568 -0.652 3.228
H: -0.836 -1.292 5.756
C: -1.344 1.845 1.363
N: -0.521 1.020 0.498
C: 0.381 0.112 1.190
C: -0.415 1.279 -0.825
O: -1.018 2.116 -1.458
H: -1.877 2.646 0.866
H: -0.709 2.228 2.168
H: -2.090 1.264 1.918
H: 1.283 -0.091 0.616
H: 0.628 0.557 2.151
H: -0.101 -0.856 1.360
H: 0.293 0.588 -1.330
C: 3.067 0.224 -3.658
N: 2.294 0.901 -4.680
C: 2.413 0.438 -6.041
C: 1.780 2.137 -4.435
O: 1.346 2.886 -5.276
H: 2.561 0.269 -2.695
H: 4.065 0.663 -3.545
H: 3.193 -0.814 -3.955
H: 1.570 0.789 -6.627
H: 3.354 0.759 -6.503
H: 2.404 -0.653 -6.063
H: 1.764 2.355 -3.351

Atomic partial charges in e from the Mulliken method, atoms 1 to 8: -0.908, 0.121, -0.610, 0.079, -0.549, 0.317, 0.322, 0.320

***

Entry 12:
The following is a DFT calculation (wB97M-V/def2-TZVPD) of 3 unconnected molecules or ions with the total composition C9H21O7PS.

M (g mol⁻¹): 304.30
Orbital gap (eV): 9.36
Charge: 0
Structure (SMILES): O=C(O)CCCOC(=O)O[PH2]=S.CCO.CCO
2S+1: 1
LUMO level (eV): 0.26

Element x y z (Å)
O: 2.564 2.700 -0.063
C: 2.016 2.343 -1.079
O: 2.741 1.822 -2.100
C: 0.540 2.459 -1.331
C: 0.201 3.915 -1.633
C: -1.273 4.032 -1.993
O: -2.007 4.057 -0.762
C: -3.275 3.679 -0.785
O: -4.047 3.967 0.092
O: -3.616 2.888 -1.840
P: -4.880 1.866 -1.552
S: -6.661 2.544 -1.809
H: 2.177 1.182 -2.535
H: -0.004 2.097 -0.477
H: 0.267 1.833 -2.169
H: 0.823 4.322 -2.411
H: 0.315 4.456 -0.706
H: -1.538 3.188 -2.609
H: -1.439 4.934 -2.559
H: -4.643 1.283 -0.302
H: -4.612 0.866 -2.489
C: 1.696 -1.563 1.060
C: 1.429 -1.662 -0.429
O: 1.909 -0.509 -1.129
H: 1.225 -0.670 1.472
H: 1.312 -2.436 1.586
H: 2.769 -1.482 1.254
H: 0.359 -1.721 -0.622
H: 1.902 -2.556 -0.846
H: 2.857 -0.442 -0.980
C: 2.067 -5.517 3.506
C: 0.602 -5.132 3.584
O: 0.181 -4.419 2.420
H: 2.688 -4.629 3.386
H: 2.383 -6.046 4.406
H: 2.251 -6.164 2.645
H: 0.424 -4.473 4.431
H: -0.023 -6.023 3.707
H: 0.317 -4.992 1.662

Atomic partial charges in e from the Mulliken method, atoms 1 to 8: -0.580, 0.356, -0.496, -0.245, -0.808, -0.365, -0.266, 0.658